ORCA calculation (wB97M-V/def2-TZVPD) on a cluster of 2 separate species, C9H18BO3P in total at a distorted geometry.

Values from the calculation:
Highest occupied orbital energy (eV): -9.2144
Strongest force on any atom (eV/A): 2.11
SMILES string: C#CCCCB[PH2]=O.CCOC(C)=O

Geometry (Å):
P  2.2163  -0.2137  1.6879
O  -0.9886  -1.8498  -1.9756
O  2.1715  -1.1054  2.9375
O  1.0255  -0.9414  -1.9305
C  -0.4334  1.1183  2.3112
C  0.5067  -2.1164  -3.9121
C  -1.9291  -3.9694  -2.7185
C  0.8619  4.6899  3.4304
C  0.0021  2.6454  2.1387
C  -0.1856  3.5061  3.4873
C  1.6400  5.6081  3.1877
C  0.1984  -1.5701  -2.5444
C  -2.0889  -2.4638  -2.6601
B  0.3700  0.1963  1.2285
H  1.0665  -1.3618  -4.4671
H  2.8354  -0.8893  0.5714
H  1.1159  -3.0148  -3.8071
H  -1.8277  -4.3803  -1.7121
H  1.1153  2.6432  1.9071
H  -2.7932  -4.4297  -3.2019
H  -1.2354  3.9323  3.5788
H  2.8697  1.0470  1.9134
H  -0.5061  3.1681  1.2697
H  -1.0323  -4.2602  -3.2686
H  -0.3739  -2.3449  -4.5090
H  -2.2337  -2.0145  -3.6456
H  0.0106  2.8579  4.3918
H  -1.5387  1.0230  2.0874
H  -2.9808  -2.2213  -2.0781
H  2.4709  6.1838  2.6956
H  -0.1503  -0.2075  0.2489
H  -0.1791  0.7349  3.3576

***

ORCA calculation (wB97M-V/def2-TZVPD) on a cluster of 9 separate species, C9H18Cl18 in total.

Values from the calculation:
Energy above the lowest of the compared OMol25 structures with the same formula, charge and spin (kcal/mol): 11.20
Highest occupied orbital energy (eV): -10.6736
Strongest force on any atom (eV/A): 0.91
SMILES string: ClCCl.ClCCl.ClCCl.ClCCl.ClCCl.ClCCl.ClCCl.ClCCl.ClCCl

Geometry (Å):
Cl  -1.4866  0.1632  0.1569
Cl  1.8936  1.6437  -5.7546
Cl  2.1993  2.5802  0.6525
Cl  0.1620  -2.2154  -0.2077
Cl  0.6177  -6.0452  2.9916
Cl  1.6039  -0.5655  3.6588
Cl  -1.9882  -1.2116  -4.8270
Cl  3.5563  -2.0240  5.2471
Cl  2.6956  2.8592  3.4986
Cl  -0.7261  4.5359  0.4036
Cl  -5.7358  2.5742  -1.2393
Cl  -3.0726  0.7841  -2.9117
Cl  -0.9439  -3.6050  2.6784
Cl  1.9319  2.0562  -2.8530
Cl  -5.7838  0.9474  1.2197
Cl  -2.0164  -6.8349  0.7594
Cl  -2.6193  4.2692  -1.7959
Cl  -0.8680  -6.7737  -1.9628
C  -0.9029  -6.0251  -0.3516
C  -1.6438  -0.0234  -3.5471
C  0.1760  -0.4471  -0.0067
C  2.8644  -0.4424  4.8894
C  0.6950  -4.3135  2.7262
C  -0.9733  3.8942  -1.2415
C  2.8598  3.6412  1.8914
C  2.7176  2.4760  -4.4014
C  -4.8082  1.8325  0.0682
H  -0.2762  4.3516  -1.9287
H  1.2655  -3.7654  3.4674
H  0.6869  -0.1123  0.8866
H  -4.1275  1.1118  -0.3740
H  -1.2167  -4.9979  -0.4931
H  0.1034  -6.0663  0.0501
H  2.4396  -0.0306  5.7970
H  1.1237  -4.1372  1.7444
H  -4.2190  2.5956  0.5670
H  3.7589  2.1852  -4.3392
H  2.6504  3.5447  -4.5643
H  -0.9639  0.7442  -3.8941
H  0.6257  -0.0055  -0.8891
H  -1.1613  -0.5372  -2.7202
H  3.6813  0.1649  4.5171
H  2.2357  4.5277  1.8565
H  3.8977  3.8768  1.6962
H  -0.9082  2.8191  -1.1210

***

ORCA calculation (wB97M-V/def2-TZVPD) on a structure of composition C9H18Cl2IrOS at a distorted geometry.

Values from the calculation:
Energy above the lowest of the compared OMol25 structures with the same formula, charge and spin (kcal/mol): 7.33
Highest occupied orbital energy (spin up / spin down) (eV): -6.0226 / -8.5663
2S+1: 6
Strongest force on any atom (eV/A): 5.15

Geometry (Å):
Ir  1.1715  -0.1537  -0.0484
Cl  1.6273  1.7437  1.1827
Cl  -0.0159  -2.1361  -0.3142
S  0.5746  -0.2402  3.2407
O  0.0864  -0.6225  1.8335
C  0.6064  0.9305  -1.6311
C  -0.4809  -0.1207  -3.6796
C  0.7427  -0.1177  -2.7728
C  -1.8793  1.0380  -1.8498
C  -0.5839  1.4731  -1.2694
C  2.9507  -0.7117  0.1413
C  -1.7711  -0.1308  -2.8675
C  0.0983  -1.6529  4.2535
C  -0.6608  0.8939  3.8800
H  -0.9762  -1.8306  4.1365
H  -0.4632  -0.9800  -4.3633
H  1.5500  1.5397  -1.5671
H  -2.6463  -0.0848  -3.5217
H  -0.5599  1.8272  3.3213
H  3.3508  -1.5783  -0.4335
H  3.7909  -0.0200  0.4285
H  -2.4553  0.7204  -0.9716
H  0.3598  -1.4262  5.2918
H  -0.5979  2.2450  -0.5042
H  -0.4838  0.7651  -4.3247
H  -1.6599  0.4574  3.7565
H  -0.4297  1.0587  4.9376
H  -2.5112  1.8417  -2.2764
H  1.6638  -0.0588  -3.3726
H  0.6759  -2.5115  3.9010
H  -1.8581  -1.0747  -2.3123
H  0.7842  -1.0832  -2.2247

***

ORCA calculation (wB97M-V/def2-TZVPD) on a structure of composition C9H18Cl3I2IrO3P2 at a distorted geometry.

Values from the calculation:
Energy above the lowest of the compared OMol25 structures with the same formula, charge and spin (kcal/mol): 0.00
Highest occupied orbital energy (spin up / spin down) (eV): -17.8185 / -19.9649
2S+1: 6
Strongest force on any atom (eV/A): 5.23
Total charge: +3

Geometry (Å):
Ir  0.1131  -0.0543  0.1994
I  2.2691  -0.2070  1.7361
I  1.2431  -2.4176  -0.9249
Cl  -3.1412  3.6678  -0.0186
Cl  -4.1917  2.2235  -2.3465
Cl  -3.7785  0.8528  0.2088
P  -0.7147  -1.7187  1.6515
P  1.8749  0.7172  -1.3622
O  -1.3229  0.5510  -1.3312
O  -1.1125  2.7248  -1.9887
O  -0.8221  2.2965  1.8697
C  -1.7195  -0.9100  2.9387
C  1.4410  0.5129  -3.1227
C  -1.8987  -2.8681  0.8783
C  1.8925  2.5248  -1.1267
C  -0.5097  1.4029  1.2053
C  0.3867  -2.8412  2.5993
C  -3.1718  2.1226  -0.9018
C  -1.7047  1.7797  -1.4719
C  3.6223  0.1713  -1.3037
H  4.1171  0.5717  -0.4101
H  0.9263  2.9275  -1.4711
H  -1.3867  -3.5131  0.1538
H  4.1334  0.5340  -2.2081
H  2.7018  2.9483  -1.7306
H  0.9054  -2.2812  3.3881
H  1.4146  -0.5567  -3.3740
H  3.6756  -0.9207  -1.2782
H  1.1197  -3.3187  1.9450
H  2.0421  2.7590  -0.0671
H  -2.3332  -3.4846  1.6802
H  -2.6971  -2.3003  0.3811
H  -1.0745  -0.3129  3.5946
H  -2.2184  -1.6985  3.5175
H  -0.2496  -3.6113  3.0582
H  0.4538  0.9665  -3.2993
H  -2.4756  -0.2694  2.4644
H  2.1904  1.0295  -3.7328

***

What did the first record say?
ORCA calculation (wB97M-V/def2-TZVPD) on a cluster of 2 separate species, C9H18BO3P in total at a distorted geometry.

Values from the calculation:
Highest occupied orbital energy (eV): -9.2144
Strongest force on any atom (eV/A): 2.11
SMILES string: C#CCCCB[PH2]=O.CCOC(C)=O

Geometry (Å):
P  2.2163  -0.2137  1.6879
O  -0.9886  -1.8498  -1.9756
O  2.1715  -1.1054  2.9375
O  1.0255  -0.9414  -1.9305
C  -0.4334  1.1183  2.3112
C  0.5067  -2.1164  -3.9121
C  -1.9291  -3.9694  -2.7185
C  0.8619  4.6899  3.4304
C  0.0021  2.6454  2.1387
C  -0.1856  3.5061  3.4873
C  1.6400  5.6081  3.1877
C  0.1984  -1.5701  -2.5444
C  -2.0889  -2.4638  -2.6601
B  0.3700  0.1963  1.2285
H  1.0665  -1.3618  -4.4671
H  2.8354  -0.8893  0.5714
H  1.1159  -3.0148  -3.8071
H  -1.8277  -4.3803  -1.7121
H  1.1153  2.6432  1.9071
H  -2.7932  -4.4297  -3.2019
H  -1.2354  3.9323  3.5788
H  2.8697  1.0470  1.9134
H  -0.5061  3.1681  1.2697
H  -1.0323  -4.2602  -3.2686
H  -0.3739  -2.3449  -4.5090
H  -2.2337  -2.0145  -3.6456
H  0.0106  2.8579  4.3918
H  -1.5387  1.0230  2.0874
H  -2.9808  -2.2213  -2.0781
H  2.4709  6.1838  2.6956
H  -0.1503  -0.2075  0.2489
H  -0.1791  0.7349  3.3576